(1)
# CH3BrO2

A cluster of 2 separate species, CH3BrO2 in total (ωB97M-V with the def2-TZVPD basis set, the Open Molecules 2025 dataset).

The geometry in XYZ format:
```
7
Properties=species:S:1:pos:R:3:forces:R:3:nbo_charge:R:1
C -0.257193 0.069139 1.389176 1.753 1.710 1.197 0.6462
O -0.982128 -0.926770 1.836813 -0.667 -2.184 -1.503 -0.6677
O -0.155066 0.350192 0.233652 0.171 0.206 -0.425 -0.5921
Br 1.778141 0.987615 -3.293972 -0.909 -0.439 -0.091 -0.2116
H 0.328230 0.613860 2.243712 -1.215 -0.817 -1.290 0.1168
H -1.171840 -1.458237 0.976026 -0.053 1.076 2.004 0.4964
H 0.459856 0.364201 -3.385408 0.920 0.447 0.109 0.2120
```
Forces are in eV/Å.

Calculated values
* relative energy (zero: lowest compared OMol25 entry of this formula, charge and spin): 0.000 eV

(2)
# C32H55N9O5S

A cluster of 3 separate species, C32H55N9O5S in total (ωB97M-V with the def2-TZVPD basis set, the Open Molecules 2025 dataset).

The geometry in XYZ format:
```
102
Properties=species:S:1:pos:R:3:forces:R:3:lowdin_charge:R:1
C 3.354297 -1.739212 2.205177 0.196 -1.211 -0.236 -0.1423
C 2.817742 -3.075260 1.434132 -0.624 1.564 0.074 -0.2491
C 1.488352 -2.639033 0.632879 0.241 -0.889 0.407 -0.2338
C 0.434485 -3.874149 0.681351 0.813 0.579 -1.889 -0.2128
C -0.716847 -3.583016 -0.413718 -0.905 -0.152 1.915 -0.2140
C -2.104021 -3.377172 0.391614 0.377 0.728 -1.340 -0.2238
C -3.305752 -3.230961 -0.689424 -0.602 1.056 1.957 -0.2046
C -3.975448 -1.766519 -0.407257 -0.367 -1.327 -0.570 -0.2133
C -5.332976 -1.572744 -1.272016 0.491 0.495 0.013 -0.2109
C -6.564622 -1.099246 -0.350584 -0.331 0.178 -0.564 -0.2138
C -6.215679 0.134341 0.623026 -0.520 0.420 -0.416 -0.2113
C -6.000717 1.441938 -0.285914 -0.860 0.216 0.421 -0.2090
C -5.272192 2.658517 0.481213 0.729 0.386 -1.407 -0.1295
C -3.660921 2.576635 0.365943 1.640 -1.021 -0.798 -0.1037
N -3.144715 1.909296 -0.781142 1.936 2.389 4.190 0.1400
C -1.707447 1.908609 -0.834497 0.698 -0.104 -0.185 -0.1123
C -1.043597 1.198881 -2.085145 2.381 0.459 0.217 -0.0550
C -1.955890 0.476340 -3.213851 0.871 -0.237 0.919 -0.1608
O -2.977276 1.350389 -3.763999 1.515 0.044 2.346 -0.1900
O -3.486509 0.704220 -4.847840 -1.069 -1.608 -2.253 -0.0689
C 0.482154 1.139513 -2.310546 -3.126 2.036 3.379 0.0466
C 1.380478 1.851050 -1.203281 -2.709 -0.007 0.997 -0.1281
C 2.971116 1.817498 -1.480919 -1.540 0.083 -0.412 -0.0734
C 0.731046 2.525567 0.046609 0.361 -1.649 -2.543 -0.0612
C 1.728408 3.193358 1.123791 -1.019 0.488 -0.118 -0.2082
C 1.634758 2.528070 2.584035 -1.224 -0.321 -0.802 -0.4768
S 3.169218 2.747071 3.627724 0.719 -0.805 -0.568 0.8706
C 4.675631 2.363126 2.643074 0.524 2.742 -1.784 -0.5407
N 5.235436 3.471774 1.923375 -0.679 -5.814 2.132 0.0000
N 6.329552 2.952598 1.292070 0.294 -5.193 1.262 -0.0174
C 6.448600 1.548150 1.615456 -1.341 4.699 -0.322 -0.0833
O 5.400008 1.132064 2.507053 0.914 3.947 -2.111 -0.0412
C -0.843402 2.569384 0.262965 2.301 -0.671 -1.385 -0.1170
N -1.304864 3.216929 1.464856 -4.517 -2.051 -3.876 0.1464
C -2.732345 3.188593 1.456264 1.036 0.268 0.036 -0.1852
N -3.410671 3.838209 2.617774 0.939 -1.602 -1.227 -0.0227
C -3.832316 2.827129 3.633387 0.187 -0.169 1.763 -0.2355
C -2.656355 1.870904 4.176422 -0.701 -1.069 0.568 -0.2264
C -2.617150 0.453066 3.385336 -0.060 0.435 -0.099 -0.1217
H 3.496895 -0.908826 1.429086 -0.157 -1.101 1.222 0.0653
H 2.567290 -1.445018 2.984435 1.158 -0.243 -1.118 0.0726
H 4.352145 -1.960227 2.745216 -1.548 0.518 -0.861 0.0700
H 3.575342 -3.446349 0.661925 -0.908 0.367 1.415 0.0931
H 2.515632 -3.878740 2.200099 0.738 1.109 -1.168 0.1033
H 1.049080 -1.666689 1.074568 0.457 -1.576 -0.551 0.1082
H 1.772232 -2.391558 -0.452523 -0.513 -0.463 1.510 0.1129
H 0.036228 -4.030610 1.742029 0.489 0.211 -1.546 0.1083
H 0.995116 -4.821147 0.317593 -0.748 1.460 0.945 0.1143
H -0.895227 -4.443286 -1.152690 0.616 1.333 0.960 0.1096
H -0.462004 -2.588072 -0.929421 -0.519 -1.646 0.414 0.1069
H -2.315936 -4.194268 1.163192 0.431 0.960 -1.236 0.1089
H -1.990212 -2.379683 0.967461 -0.291 -1.577 -0.769 0.1045
H -4.124688 -3.989742 -0.392503 1.273 0.995 -0.960 0.1107
H -2.960840 -3.340471 -1.774989 -0.493 0.028 1.585 0.1069
H -4.256513 -1.789634 0.716078 0.636 0.281 -1.827 0.1059
H -3.194422 -0.944428 -0.637031 -1.369 -1.200 0.597 0.0969
H -5.108961 -0.788537 -2.097654 -0.526 -1.130 1.365 0.0921
H -5.621821 -2.532560 -1.847932 0.487 1.381 1.104 0.1105
H -7.388190 -0.729370 -1.078145 1.156 -0.557 1.231 0.1132
H -7.028133 -2.004116 0.199573 0.953 1.437 -0.658 0.1131
H -5.312311 -0.039962 1.300501 -1.126 0.069 -1.056 0.0813
H -7.114872 0.360542 1.317753 1.423 -0.537 -1.046 0.1163
H -5.513620 1.167751 -1.285542 -0.364 0.632 1.658 0.0957
H -7.060928 1.829024 -0.555096 1.674 -0.626 0.392 0.1182
H -5.563432 3.615585 -0.105265 0.541 -1.389 1.031 0.1251
H -5.644002 2.818214 1.547131 0.666 -0.428 -1.489 0.0956
H -2.501336 -0.457008 -2.791987 0.864 1.360 -0.409 0.1153
H -1.269023 0.126256 -4.064367 -0.912 0.583 1.229 0.1302
H -3.880560 -0.168108 -4.578709 0.364 1.051 0.354 0.1089
H 0.925878 0.624996 -3.241512 -0.665 0.946 1.746 0.0943
H 3.190880 2.770998 -2.101897 -0.017 -1.594 1.126 0.1018
H 3.584261 1.775304 -0.518602 -0.830 0.098 -1.468 0.0595
H 3.148342 0.888830 -2.145028 -0.113 1.553 1.111 0.0611
H 2.815601 3.221376 0.779081 -1.685 -0.214 0.248 0.0706
H 1.393515 4.296631 1.234330 0.637 -1.735 -0.129 0.1254
H 0.798947 3.097971 3.150021 1.635 -0.939 -0.599 0.0717
H 1.293543 1.422210 2.565034 0.817 1.759 -0.145 0.0873
H 7.294807 0.919377 1.164247 -1.851 0.737 1.185 0.1178
H -2.762996 4.500046 3.080384 -0.321 -0.710 -0.607 0.1132
H -4.693552 2.152154 3.304826 1.176 1.097 0.078 0.1003
H -4.224029 3.425574 4.546157 0.553 -0.867 -1.572 0.1241
H -1.642950 2.399955 4.210782 -1.410 -0.726 -0.251 0.0948
H -2.935025 1.605109 5.271512 0.496 0.520 -1.706 0.1077
H -2.075059 -0.368885 3.967650 -0.733 1.249 -0.701 0.0725
H -2.093933 0.558340 2.373369 -0.795 -0.149 1.299 0.0585
H -3.706203 0.106498 3.206271 1.756 0.492 0.260 0.0685
C 7.052397 -2.255253 -0.252807 -0.601 -0.166 -0.087 -0.6911
O 5.842553 -2.408711 -0.286448 0.177 0.090 -0.013 0.0299
N 7.673802 -1.549627 0.726331 0.156 0.588 0.654 0.1474
N 7.882434 -2.775716 -1.190302 0.268 -0.338 -0.678 0.1501
H 8.667431 -1.411574 0.772454 -0.072 -0.092 0.013 0.1003
H 7.090190 -1.147938 1.442093 0.078 -0.290 -0.060 0.0818
H 7.458764 -3.306606 -1.934052 0.083 0.080 0.167 0.1077
H 8.879748 -2.660973 -1.180523 -0.094 -0.020 0.027 0.0947
C 3.876315 -0.491194 -5.091619 -0.278 0.050 0.181 -0.6901
O 2.829763 -0.324941 -4.483113 0.013 0.021 0.008 0.0121
N 5.087819 -0.457535 -4.484932 0.479 0.085 0.610 0.1572
N 3.916460 -0.723717 -6.426136 -0.310 -0.116 -0.723 0.1510
H 5.958162 -0.591506 -4.966470 -0.105 0.022 0.021 0.0947
H 5.099659 -0.287278 -3.491818 0.027 -0.074 -0.169 0.1020
H 3.035275 -0.756008 -6.913031 0.186 0.009 0.088 0.1090
H 4.764701 -0.862776 -6.944426 -0.074 0.022 0.076 0.0947
```
Forces are in eV/Å.

(3)
# C20H31O5

A structure of composition C20H31O5 (ωB97M-V with the def2-TZVPD basis set, the Open Molecules 2025 dataset).

The geometry in XYZ format:
```
56
Properties=species:S:1:pos:R:3:forces:R:3:nbo_charge:R:1
C -1.383892 -3.379407 0.002544 3.002 -1.808 -2.495 -0.6178
C -2.474636 -3.127923 0.825935 -5.981 1.737 0.077 -0.4009
C -3.414120 -1.959103 0.249609 -4.764 -6.903 0.122 -0.2995
C -2.961397 -0.671042 0.421835 2.116 3.716 0.025 -0.5037
C -3.875611 0.232771 -0.375597 -2.310 5.675 17.434 -0.2822
H -3.941410 0.164252 -1.253305 -0.959 -1.812 -12.813 0.1348
H -5.026815 0.184202 0.280978 3.023 0.003 -2.605 0.1596
C -3.437210 1.867021 -0.061765 -1.513 -2.051 3.973 0.0679
C -2.002680 1.939474 -0.321431 3.166 1.157 4.279 -0.2814
C -0.961664 2.129470 0.649010 -7.377 1.478 -0.500 -0.0813
C 0.383312 2.229145 0.335330 2.376 -6.846 -2.927 -0.5126
H 0.460226 1.123694 -0.217765 0.048 0.987 1.544 0.3039
C 0.998510 2.834383 -0.861794 -0.537 8.153 9.361 0.3793
O 0.517050 2.865202 -1.989118 -1.059 -3.898 -7.343 -0.7304
H 0.776346 1.824883 -2.389491 -0.414 1.434 0.517 0.5234
C 2.436139 2.815125 -0.495181 3.215 -0.053 -8.467 -0.5692
H 3.082602 3.603176 -0.798361 -0.229 1.459 -1.095 0.2347
H 2.772026 2.019891 -1.247878 0.187 0.472 0.788 0.2742
C 2.887670 2.451266 0.737823 -2.913 -3.587 7.448 0.0775
O 3.363170 1.105280 0.905008 3.332 -1.894 -2.755 -0.5362
C 2.509196 0.136737 1.285069 -2.132 11.734 5.762 0.3401
C 2.491699 -1.068799 1.311728 3.294 -9.846 -4.687 -0.3028
C 3.513174 -1.740462 0.247376 0.386 -0.482 -1.343 -0.4231
H 4.107274 -2.495593 0.916556 -0.229 1.621 -1.588 0.2019
H 4.146751 -0.943060 -0.544159 -1.357 -2.040 3.175 0.2265
C 2.804568 -2.629212 -0.864070 -2.996 -1.509 3.560 -0.4110
C 2.332248 -2.009851 -2.072918 3.305 9.750 1.597 -0.4752
H 3.240024 -1.222336 -2.575744 -2.363 -2.981 0.796 0.2004
H 1.758522 -2.516061 -2.693333 -2.061 -2.678 -3.211 0.2085
C 1.346581 -0.707950 -1.714063 3.032 1.952 -7.051 0.8076
O 0.422262 -0.752109 -1.008597 -3.698 -1.282 4.298 -0.6882
O 1.466822 0.337676 -2.592805 0.761 -1.641 1.837 -0.8849
H 3.356209 -3.463359 -1.171661 1.495 -1.351 0.064 0.1948
H 1.792841 -3.172418 -0.409898 2.280 1.270 -0.567 0.1757
H 1.875581 -1.858268 1.688901 -0.663 0.551 0.654 0.2286
C 1.605081 1.063516 2.289217 -3.407 -5.777 -2.379 -0.4590
C 1.439433 2.175898 1.313687 -0.334 4.636 8.628 -0.1126
H 1.157406 3.043404 2.386761 0.556 -1.065 -3.496 0.1531
H 0.608714 0.359678 2.353591 1.777 1.982 -0.073 0.1998
H 1.865647 1.154145 3.346834 0.801 0.519 -0.591 0.2196
H 3.535822 2.941418 1.513678 -0.684 0.631 -1.643 0.2167
H 0.539109 4.116860 -0.250493 1.337 -1.294 -1.561 -0.0641
H -1.349029 2.405305 1.707811 0.836 -0.445 -1.633 0.2006
H -1.712602 1.514464 -1.209723 0.964 -0.564 -2.463 0.1957
O -4.266290 2.848051 -0.777034 3.620 -2.280 -2.133 -0.7068
H -3.638592 2.703753 -1.609444 -2.570 1.523 1.609 0.4637
H -3.535919 1.996609 1.149255 -0.319 -0.078 -2.898 0.1561
H -2.803126 -0.557122 1.553188 -0.407 0.979 -1.582 0.2095
H -1.987939 -0.498523 -0.082332 0.045 -0.530 0.601 0.2561
H -4.671066 -2.054053 0.836746 3.627 0.168 -1.480 0.1284
H -3.719785 -2.194869 -0.832625 0.647 0.149 1.319 0.1905
H -3.161516 -4.009183 0.912648 0.808 0.567 0.545 0.1876
H -2.085541 -2.742181 1.714671 0.006 0.223 2.153 0.1897
H -1.706542 -3.840884 -0.947015 0.609 0.153 0.153 0.1889
H -0.738476 -2.542843 -0.141128 0.186 0.954 -0.633 0.2514
H -0.736142 -4.030125 0.572925 0.440 -0.935 -0.307 0.1962
```
Forces are in eV/Å.

Calculated values
* relative energy (zero: lowest compared OMol25 entry of this formula, charge and spin): 17.374 eV
* charge: -1

| no. | HOMO-LUMO gap (eV) | lowest unoccupied orbital energy (eV) | F_max (hartree/bohr) |
| --- | --- | --- | --- |
| 1 | 11.38 | 0.638 | 0.0532 |
| 2 | 7.54 | -0.425 | 0.1224 |
| 3 | 7.42 | 3.059 | 0.3594 |